Here is a structure of composition C29H55AlBBr2ClF4KN4Na2O13P2S3 from OMol25. Energies are from the ωB97M-V functional and the def2-TZVPD basis.

- highest occupied orbital energy (eV) = -7.89
- HOMO-LUMO gap (hartree) = 0.079
- net charge = +1

```
118
C29H55AlBBr2ClF4KN4Na2O13P2S3, DFT the ωB97M-V functional and the def2-TZVPD basis
C -1.214 4.259 3.376
C -1.028 5.438 2.395
Br -2.865 5.980 1.816
C -0.273 5.116 1.114
Br -0.083 6.753 0.009
C 1.067 4.489 1.309
C 2.137 5.045 2.052
P 1.818 6.667 2.894
N 3.349 7.354 3.249
O 1.149 6.271 4.405
N 3.322 4.617 2.244
N 3.622 3.491 1.652
C 5.007 3.024 1.827
C 5.921 3.729 0.818
C 5.694 3.235 -0.622
C 6.545 3.983 -1.659
S 5.535 4.878 -2.871
O 5.037 6.094 -2.310
O 6.334 5.075 -4.028
Cl 3.970 3.663 -3.424
C 2.732 2.861 0.950
C 3.158 1.560 0.272
O 3.108 1.587 -0.939
O 3.456 0.615 0.939
C 1.426 3.240 0.698
C 0.562 2.387 -0.171
C 0.260 0.920 0.419
C -0.894 0.269 -0.517
S -2.558 0.550 0.158
C -3.386 1.834 -0.731
S -2.921 2.446 -2.227
N -4.559 2.340 -0.139
C -5.815 1.687 -0.647
C -6.205 0.462 0.174
O -6.412 0.889 1.533
C -5.137 1.136 2.032
C -4.522 2.363 1.334
H -0.671 4.455 4.298
H -0.963 3.298 2.930
H -2.256 4.199 3.671
H -0.642 6.294 2.933
H -0.902 4.479 0.514
H 3.970 6.594 3.532
H 3.221 7.869 4.117
H 1.095 5.312 4.440
H 5.286 3.380 2.818
H 5.076 1.941 1.861
H 5.622 4.785 0.827
H 6.967 3.734 1.116
H 4.651 3.434 -0.865
H 5.869 2.162 -0.628
H 7.246 4.703 -1.244
H 7.101 3.262 -2.253
H -0.398 2.813 -0.436
H 1.112 2.193 -1.126
H 1.136 0.276 0.349
H -0.070 0.992 1.454
H -0.805 0.785 -1.466
H -0.731 -0.815 -0.652
H -6.623 2.418 -0.634
H -5.632 1.352 -1.682
H -7.180 0.144 -0.178
H -5.479 -0.345 0.098
H -5.180 1.374 3.099
H -4.519 0.236 1.942
H -5.119 3.214 1.648
H -3.519 2.523 1.702
O 8.344 1.900 -3.746
H 9.236 1.526 -3.774
H 8.177 2.180 -4.651
O -5.701 -1.930 -3.912
P -5.064 -0.941 -2.950
O -3.563 -0.953 -3.186
O -5.388 -1.347 -1.519
O -5.587 0.477 -3.193
Na 0.370 8.834 3.316
Al -3.979 5.681 -0.749
C 8.355 -1.929 -2.381
C 9.822 -1.605 -2.588
O 10.011 -0.199 -2.765
H 7.766 -1.590 -3.234
H 8.205 -3.002 -2.254
H 7.966 -1.416 -1.498
H 10.200 -2.101 -3.479
H 10.416 -1.936 -1.730
H 9.687 0.238 -1.973
B -3.373 -4.036 -0.014
F -3.537 -3.916 -1.363
F -4.593 -4.256 0.612
F -2.480 -5.084 0.288
F -2.803 -2.804 0.508
C 1.170 -1.570 -2.974
O -0.080 -1.743 -2.517
H 1.760 -2.486 -3.190
H 1.282 -0.994 -3.939
H 1.886 -0.999 -2.292
C -5.827 -11.038 2.173
C -5.726 -10.771 0.674
C -4.396 -10.146 0.259
C -4.109 -8.769 0.861
C -5.156 -7.696 0.569
C -5.303 -7.379 -0.915
H -5.776 -10.115 2.751
H -6.778 -11.519 2.409
H -5.026 -11.701 2.505
H -6.559 -10.139 0.356
H -5.842 -11.720 0.142
H -4.364 -10.080 -0.832
H -3.583 -10.824 0.541
H -3.139 -8.426 0.486
H -3.994 -8.864 1.946
H -4.867 -6.782 1.091
H -6.128 -7.990 0.981
H -4.353 -7.044 -1.336
H -6.032 -6.583 -1.061
H -5.644 -8.249 -1.482
K -1.046 -2.749 2.015
Na 0.144 1.224 -2.552
```

Here is the ion C3H9N2O with charge +1 from OMol25. Energies are from the ωB97M-V functional and the def2-TZVPD basis.

- relative energy (zero: lowest compared OMol25 entry of this formula, charge and spin) (eV) = 4.335
- highest occupied orbital energy (eV) = -16.23
- HOMO-LUMO gap (hartree) = 0.445
- SMILES = C[N+](C)(N)C=O
- net charge = +1

```
15
C3H9N2O, DFT the ωB97M-V functional and the def2-TZVPD basis
C -0.906 0.991 0.512
N -0.028 -0.071 0.044
C 1.079 0.469 -0.695
N -0.763 -1.262 -0.861
C 0.393 -0.860 1.311
O 1.252 -0.467 1.964
H -1.588 1.186 -0.337
H -1.516 0.551 1.323
H -0.252 1.690 1.073
H 1.765 1.017 0.055
H 1.699 -0.161 -1.391
H 0.632 1.179 -1.392
H -1.367 -0.765 -1.523
H -0.132 -1.822 -1.319
H -0.268 -1.676 1.237
```

Here is a cluster of 2 separate species, C4H8BrClN in total from OMol25. Energies are from the ωB97M-V functional and the def2-TZVPD basis.

- relative energy (zero: lowest compared OMol25 entry of this formula, charge and spin) (eV) = 4.122
- highest occupied orbital energy (spin up / spin down) (eV) = -13.35 / -12.50
- HOMO-LUMO gap (spin up / spin down) (hartree) = 0.334 / 0.255
- net charge = +1

```
15
C4H8BrClN, DFT the ωB97M-V functional and the def2-TZVPD basis
C -1.851 1.113 -0.635
C -2.672 0.228 -0.245
C 1.582 -0.178 -1.029
C 0.605 -0.369 0.082
N 1.201 -0.035 1.415
Cl -4.399 0.326 -0.017
Br -0.286 -2.062 0.201
H -1.378 1.977 -1.012
H -2.322 -0.787 0.011
H 1.159 -0.550 -1.955
H 1.796 0.882 -1.160
H 2.529 -0.697 -0.861
H 1.509 0.947 1.416
H 2.024 -0.622 1.636
H 0.503 -0.173 2.155
```

Here is a structure of composition C21H28BrCl33N2OPS from OMol25. Energies are from the ωB97M-V functional and the def2-TZVPD basis.

- highest occupied orbital energy (eV) = -11.23
- HOMO-LUMO gap (hartree) = 0.204
- net charge = +1

```
88
C21H28BrCl33N2OPS, DFT the ωB97M-V functional and the def2-TZVPD basis
C -5.460 -0.250 0.837
C -4.538 -0.555 2.198
C -5.043 -1.876 3.027
C -2.937 -0.535 1.834
C -1.948 -0.913 3.098
C -2.517 -1.452 0.540
O -3.104 -2.804 0.523
C -1.918 -3.699 0.303
C -1.431 -4.526 1.622
C -0.072 -5.442 1.262
P 0.826 -6.522 2.553
S 0.583 -5.621 4.303
C 0.332 -5.216 -0.301
Br 2.016 -6.228 -0.866
N -0.275 -4.429 -1.387
N -1.375 -3.690 -1.084
H -6.617 -0.306 1.071
H -5.209 -0.964 -0.056
H -5.139 0.851 0.508
H -4.735 0.388 2.902
H -4.192 -2.525 3.501
H -5.691 -2.559 2.328
H -5.710 -1.495 3.940
H -2.678 0.594 1.546
H -0.837 -0.677 2.796
H -2.254 -0.176 3.984
H -2.068 -2.033 3.443
H -1.331 -1.576 0.587
H -2.728 -0.935 -0.506
H -1.932 -4.509 2.690
H 2.249 -6.529 2.264
H 0.252 -7.839 2.660
H -1.808 -3.090 -1.847
C 4.623 -3.048 0.319
Cl 3.395 -4.004 1.167
Cl 5.089 -1.637 1.283
Cl 6.040 -4.045 -0.052
H 4.194 -2.695 -0.623
C -1.277 -9.007 -1.028
Cl -2.505 -9.962 -0.179
Cl -0.810 -7.595 -0.063
Cl 0.141 -10.003 -1.398
H -1.705 -8.654 -1.969
C 3.101 -9.065 4.977
Cl 2.330 -10.636 4.696
Cl 4.788 -9.095 4.433
Cl 2.205 -7.776 4.155
H 3.089 -8.863 6.050
C 5.340 -1.237 -3.323
Cl 3.784 -1.834 -2.721
Cl 6.626 -2.411 -2.994
Cl 5.244 -0.889 -5.057
H 5.579 -0.309 -2.798
C -3.961 4.356 0.755
Cl -5.454 5.094 0.151
Cl -4.266 3.480 2.264
Cl -3.265 3.273 -0.464
H -3.240 5.153 0.958
C 4.698 3.366 -5.566
Cl 3.544 2.797 -6.785
Cl 4.642 2.334 -4.127
Cl 6.338 3.412 -6.235
H 4.417 4.381 -5.273
C -1.106 5.896 4.078
Cl -1.608 4.569 5.140
Cl -2.280 6.123 2.769
Cl -0.909 7.393 5.004
H -0.142 5.636 3.634
C 0.333 9.578 1.575
Cl -0.712 8.705 0.441
Cl -0.604 10.769 2.494
Cl 1.144 8.446 2.670
H 1.096 10.109 1.001
C 1.155 3.282 -3.539
Cl 0.653 1.955 -2.477
Cl -0.018 3.509 -4.847
Cl 1.352 4.779 -2.613
H 2.120 3.022 -3.983
C 2.235 13.326 -0.282
Cl 1.008 12.370 0.567
Cl 2.702 14.737 0.683
Cl 3.653 12.329 -0.652
H 1.807 13.679 -1.223
C 0.437 0.467 -8.244
Cl 0.140 -1.054 -9.104
Cl 1.050 0.149 -6.613
Cl 1.572 1.482 -9.150
H -0.511 1.004 -8.157
```

Here is a structure of composition C60H37CaCl7N6O5SSe from OMol25. Energies are from the ωB97M-V functional and the def2-TZVPD basis.

- highest occupied orbital energy (spin up / spin down) (eV) = -1.31 / -1.33
- HOMO-LUMO gap (spin up / spin down) (hartree) = 0.159 / 0.160
- net charge = -2

```
118
C60H37CaCl7N6O5SSe, DFT the ωB97M-V functional and the def2-TZVPD basis
Ca -1.728 1.354 -1.127
Cl -3.045 7.155 -8.515
C -2.692 6.045 -7.212
C -3.432 6.107 -6.043
C -3.137 5.232 -5.010
C -2.110 4.289 -5.119
C -1.392 4.252 -6.318
C -1.677 5.118 -7.363
C -1.782 3.380 -3.994
C -1.736 2.007 -4.262
C -2.156 1.427 -5.540
C -1.872 0.113 -5.497
C -1.297 -0.151 -4.181
C -0.821 -1.365 -3.698
C -0.483 -2.527 -4.482
C -0.192 -2.484 -5.861
C 0.092 -3.628 -6.583
C 0.122 -4.855 -5.939
Cl 0.469 -6.304 -6.855
C -0.092 -4.935 -4.573
C -0.383 -3.789 -3.860
C -0.717 -1.435 -2.227
N 0.510 -1.268 -1.556
C 0.241 -1.001 -0.302
C 1.090 -0.542 0.749
C 2.460 -0.972 0.894
C 3.064 -1.836 -0.054
C 4.364 -2.278 0.082
C 5.116 -1.898 1.186
Cl 6.748 -2.505 1.376
C 4.579 -1.037 2.127
C 3.280 -0.581 1.978
C 0.609 0.718 1.329
C 0.745 1.276 2.644
C 0.289 2.569 2.580
C -0.126 2.787 1.228
N 0.037 1.622 0.512
C -0.475 4.033 0.680
C -0.887 4.313 -0.639
C -0.916 5.612 -1.242
C -1.267 5.430 -2.551
C -1.466 4.018 -2.743
N -1.224 3.378 -1.584
C -0.227 5.223 1.537
C 1.073 5.520 1.945
C 1.348 6.657 2.688
C 0.305 7.495 3.043
Cl 0.644 8.932 3.975
C -0.998 7.215 2.671
C -1.256 6.082 1.912
C -1.273 -1.100 -0.053
C -1.783 -1.450 -1.401
N -1.290 1.007 -3.447
H -4.237 6.824 -5.950
H -3.721 5.264 -4.100
H -0.582 3.542 -6.423
H -1.112 5.080 -8.285
H -2.649 1.955 -6.340
H -2.120 -0.623 -6.244
H -0.150 -1.527 -6.360
H 0.303 -3.572 -7.643
H -0.041 -5.895 -4.075
H -0.549 -3.855 -2.792
H 2.489 -2.123 -0.922
H 4.812 -2.910 -0.675
H 5.175 -0.719 2.975
H 2.899 0.104 2.720
H 1.104 0.773 3.532
H 0.216 3.277 3.391
H -0.662 6.543 -0.761
H -1.339 6.185 -3.317
H 1.873 4.849 1.661
H 2.364 6.895 2.976
H -1.800 7.878 2.965
H -2.271 5.847 1.616
H -1.687 -0.113 0.234
H -2.829 -1.534 -1.647
Cl 4.944 -1.450 6.201
C 3.403 -2.117 5.791
C 2.515 -1.393 5.015
C 1.290 -1.949 4.696
C 0.917 -3.219 5.134
C -0.385 -3.876 4.727
C -1.576 -2.879 4.462
N -1.887 -2.644 3.070
C -2.620 -3.492 2.266
C -2.505 -3.040 0.995
N -1.670 -1.951 1.038
C -1.329 -1.715 2.289
O -0.192 -4.802 3.669
C 0.809 -4.497 2.696
C 2.138 -5.122 3.024
C 2.340 -6.428 3.355
Cl 1.158 -7.659 3.485
S 4.009 -6.786 3.621
C 4.448 -5.161 3.267
C 3.367 -4.401 2.972
C 1.844 -3.918 5.913
Cl 1.489 -5.516 6.486
C 3.075 -3.385 6.245
H 2.784 -0.408 4.660
H 0.621 -1.375 4.069
H -0.714 -4.511 5.549
H -1.383 -1.921 4.941
H -2.467 -3.305 4.918
H -3.170 -4.325 2.662
H -2.966 -3.365 0.083
H -0.746 -0.861 2.594
H 0.967 -3.424 2.580
H 0.432 -4.880 1.744
H 5.488 -4.872 3.285
H 3.420 -3.350 2.717
H 3.772 -3.952 6.844
O -4.364 -0.926 0.347
Se -4.126 0.678 0.229
O -5.374 1.504 0.810
O -3.772 1.070 -1.330
O -2.724 1.052 1.035
```

Here is a structure of composition C16H42O14S4Zn from OMol25. Energies are from the ωB97M-V functional and the def2-TZVPD basis.

- relative energy (zero: lowest compared OMol25 entry of this formula, charge and spin) (eV) = 2.842
- highest occupied orbital energy (eV) = -7.14
- HOMO-LUMO gap (hartree) = 0.275
- net charge = 0

```
77
C16H42O14S4Zn, DFT the ωB97M-V functional and the def2-TZVPD basis
Zn -8.214 7.568 -2.477
C -10.101 4.481 0.186
C -8.923 5.396 -0.128
O -8.908 5.930 -1.363
H -10.081 4.112 1.211
H -10.015 3.531 -0.341
H -11.025 4.961 -0.138
H -8.044 4.877 0.254
H -9.047 6.240 0.549
C -5.492 9.946 -4.729
C -6.874 10.273 -4.258
O -7.582 9.290 -3.476
H -5.493 10.139 -5.801
H -5.219 8.904 -4.556
H -4.733 10.588 -4.282
H -7.442 10.745 -5.059
H -6.741 11.220 -3.736
O -7.906 4.411 -5.351
S -7.117 5.655 -5.145
O -7.253 6.379 -3.862
O -5.535 5.456 -5.514
C -4.680 4.857 -4.533
C -3.400 5.659 -4.597
C -7.750 6.666 -6.457
H -4.541 3.817 -4.827
H -5.133 4.928 -3.544
H -2.743 5.395 -3.769
H -3.535 6.738 -4.512
H -2.876 5.499 -5.540
H -7.305 6.092 -7.269
H -7.386 7.693 -6.470
H -8.833 6.556 -6.516
O -4.018 8.688 -1.669
S -5.179 8.604 -0.800
O -6.443 7.947 -1.195
O -4.740 8.050 0.738
C -5.624 8.218 1.858
C -4.885 7.596 3.041
C -5.585 10.368 -0.368
H -6.538 7.673 1.622
H -5.947 9.235 2.084
H -5.698 7.426 3.747
H -4.237 8.324 3.530
H -4.248 6.738 2.830
H -4.766 10.753 0.240
H -6.590 10.395 0.052
H -5.545 10.980 -1.268
O -8.891 8.785 -0.867
S -9.752 9.385 0.160
O -9.255 9.809 1.474
O -10.485 10.746 -0.424
C -9.594 11.787 -1.003
C -10.341 12.562 -2.028
C -11.287 8.233 0.546
H -8.652 11.393 -1.383
H -9.318 12.546 -0.270
H -11.293 12.925 -1.641
H -10.563 11.925 -2.885
H -9.683 13.398 -2.267
H -11.957 8.859 1.136
H -10.879 7.439 1.172
H -11.788 7.788 -0.314
O -9.945 7.435 -3.770
S -11.377 7.281 -4.047
O -12.350 8.145 -3.317
O -11.672 7.358 -5.695
C -13.025 7.614 -6.084
C -12.914 7.852 -7.537
C -11.904 5.569 -3.607
H -13.375 8.495 -5.545
H -13.688 6.789 -5.823
H -12.213 8.591 -7.925
H -13.889 8.176 -7.902
H -12.670 6.940 -8.083
H -12.918 5.357 -3.946
H -11.798 5.499 -2.525
H -11.198 4.910 -4.113
```

Here is an isolated molecule of C6H11NO2 from OMol25. Energies are from the ωB97M-V functional and the def2-TZVPD basis.

- relative energy (zero: lowest compared OMol25 entry of this formula, charge and spin) (eV) = 4.475
- highest occupied orbital energy (eV) = -8.47
- HOMO-LUMO gap (hartree) = 0.344
- SMILES = C=C(OCOC)[C@@H]1CN1
- net charge = 0

```
20
C6H11NO2, DFT the ωB97M-V functional and the def2-TZVPD basis
C 1.941 -0.496 0.722
C 0.687 -0.901 0.536
O -0.299 -0.181 1.273
C -0.308 1.162 0.891
O -0.047 1.220 -0.490
C -0.030 2.572 -1.004
C 0.187 -2.005 -0.269
C -1.162 -1.766 -0.801
N -1.051 -2.625 0.282
H 2.829 -1.095 0.337
H 2.248 0.357 1.298
H 0.398 1.751 1.472
H -1.365 1.548 1.012
H -1.007 3.045 -0.779
H 0.800 3.256 -0.704
H -0.158 2.372 -2.049
H 0.890 -2.737 -0.564
H -1.374 -2.339 -1.680
H -1.659 -0.848 -0.619
H -1.519 -2.290 1.136
```

no.,electronic energy (eV)
1,-310524.42753
2,-8274.73846
3,-88320.98786
4,-530645.98392
5,-264278.02682
6,-137691.41979
7,-11981.79333